10
Properties=species:S:1:pos:R:3 method="wB97M-V/def2-TZVPD" total_charge=0 e_homo_ev=-9.565 orbital_gap_ha=0.3672 smiles="O=c1ccon1S"
O -1.604 -1.212 0.961
C -0.597 -0.660 0.565
C 0.918 -0.952 0.420
C 1.496 -0.037 -0.377
O 0.597 0.930 -0.792
N -0.739 0.469 -0.304
S -2.117 1.177 -0.867
H 1.449 -1.730 1.091
H 2.534 -0.170 -0.811
H -1.936 2.186 0.116